Record 1
DFT (ωB97M-V with the def2-TZVPD basis set) results for a 2-piece molecular cluster, H4N2O2P overall at a distorted geometry.

XYZ file:
```
9
Properties=species:S:1:pos:R:3:forces:R:3
P 0.97024 -0.47448 0.00504 -0.8 1.2 -0.1
O 2.43157 -0.59685 0.11047 3.1 -1.3 0.3
O -1.70969 -1.05127 -0.17421 0.0 -4.4 -3.3
N 0.66780 1.06824 -0.71768 0.7 -0.1 -2.3
N 0.58939 1.04365 0.76210 -1.5 0.2 2.0
H -0.23298 0.97949 -1.15136 -0.9 0.3 -0.1
H -0.41287 1.06438 1.02821 0.5 0.2 0.3
H -1.44206 -0.41299 0.39762 1.0 2.9 3.1
H -0.86141 -1.62017 -0.26019 -2.0 1.1 0.2
```
Positions in Å, forces in eV/Å.

The calculation puts the electronic energy at -603.58674 a.u. As for the expectation value of S²: 2.01. As for the spin multiplicity: 3. As for the charge: -1. As for the highest occupied orbital energy (spin up / spin down): 0.6 / -4.6 eV.


Record 2
DFT (ωB97M-V with the def2-TZVPD basis set) results for C2H7N2S3 as an isolated structure at a distorted geometry.

XYZ file:
```
14
Properties=species:S:1:pos:R:3:forces:R:3
S -0.35479 -2.88020 -2.97596 0.7 0.1 -1.5
S 0.29261 -2.87697 -4.84816 -1.1 0.3 2.5
S 1.60132 1.56618 -0.39552 -1.5 1.3 0.2
N 0.56075 0.28882 0.13906 0.5 1.8 0.6
N 0.43842 -1.06240 -1.81256 -0.5 -0.4 0.1
C 0.17293 -0.72620 -0.56547 -1.1 -2.7 -1.5
C 0.14866 0.49221 1.49353 -0.9 -0.8 5.1
H 0.64582 2.57531 0.08284 1.7 -1.5 -1.1
H 1.13873 -0.61598 -2.40869 -0.3 0.3 0.4
H 0.35253 1.53889 1.92451 -0.4 -1.5 -1.3
H -0.94936 0.22191 1.79901 1.8 0.5 -1.4
H 0.74236 -0.16574 2.24891 -0.7 0.9 -1.5
H -0.48656 -1.48681 -0.02996 0.7 1.3 -0.5
H -1.73955 -2.60930 -3.04006 1.2 0.4 -0.1
```
Positions in Å, forces in eV/Å.

The calculation puts the electronic energy at -1384.09422 a.u. As for the charge: +1. As for the highest occupied orbital energy: -13.2 eV.


Record 3
DFT (ωB97M-V with the def2-TZVPD basis set) results for C28H34BrCl6O2RuSSi as an isolated structure.

XYZ file:
```
74
Properties=species:S:1:pos:R:3:forces:R:3
Ru -0.36834 2.53137 -1.70681 0.0 -0.1 0.0
Br -1.94902 2.67373 0.17202 0.0 0.1 0.0
Cl -3.52056 0.99486 -2.80695 0.0 0.0 0.0
Cl -3.43659 4.23865 -3.02198 0.0 0.0 0.0
Cl 1.38097 2.63539 -3.41291 0.0 0.0 0.2
Cl -0.17844 5.55422 -2.73743 0.0 0.0 0.0
Cl 1.80699 -0.25808 -3.78804 0.0 -0.1 0.0
Cl -1.74028 2.40534 -5.16190 0.0 0.0 0.0
S 2.12951 0.97723 -0.33662 0.1 0.0 -0.1
Si -2.22014 2.57359 -3.13193 0.0 0.0 0.0
O -0.55892 0.50491 -1.38563 0.1 0.1 -0.1
O 1.29062 2.21901 -0.13465 0.0 0.1 0.0
C -1.16121 -3.84369 -0.97291 0.0 0.0 0.0
C -2.10453 0.78295 0.40767 0.0 0.0 0.0
C 3.79530 1.57232 -0.58966 0.0 0.0 0.1
C -4.08679 -3.11367 2.64990 0.0 0.0 0.0
C -1.37075 -0.01059 -0.47619 0.0 0.0 0.1
C 2.55583 -0.83939 3.79716 0.0 0.0 0.0
C -0.82103 -2.37830 -1.25978 0.0 0.0 -0.1
C 6.35175 2.47363 -1.05683 0.0 0.0 0.0
C -1.23158 -2.08979 -2.71250 0.0 -0.1 0.0
C 3.03100 -1.52436 2.68548 0.0 0.0 0.0
C 1.81931 0.97051 2.39225 0.0 0.0 0.0
C 0.69609 -2.21362 -1.08680 0.0 0.0 0.0
C 5.94862 1.25235 -1.57626 0.0 0.0 0.0
C 1.94748 0.39899 3.65072 0.0 0.0 0.0
C -2.39275 -1.86904 0.67884 0.0 0.0 0.0
C -2.95126 0.32075 1.39018 0.0 0.0 0.0
C -1.54429 -1.40820 -0.32299 0.0 -0.1 0.0
C -5.44878 -1.05040 2.42731 0.0 0.0 0.0
C -3.51465 -1.12015 4.01545 0.0 0.0 0.0
C 2.90145 -0.96775 1.42361 0.0 0.0 0.0
C 2.31186 0.28167 1.29857 0.0 0.0 0.0
C -3.10535 -1.04830 1.55141 0.0 0.0 0.0
C 0.22420 4.49213 -1.34283 0.0 0.0 0.0
C 1.57943 1.28612 -4.57600 -0.1 0.1 0.0
C 5.46896 3.24843 -0.31266 0.0 0.0 0.0
C 4.18021 2.79941 -0.07352 0.0 0.0 0.0
C -4.02701 -1.58603 2.64550 0.0 0.0 0.0
C 4.65548 0.79873 -1.35259 0.0 0.0 0.0
H -1.03153 -1.05946 -2.98781 0.0 0.1 0.0
H 3.24773 -1.50154 0.54603 0.0 0.0 0.0
H -6.12017 -1.43186 3.20033 0.0 0.0 0.0
H 0.98774 -2.45312 -0.06046 0.0 0.0 0.0
H -5.83265 -1.36002 1.45371 0.0 0.0 0.0
H -4.75940 -3.44732 3.44228 0.0 0.0 0.0
H -2.22445 -4.05127 -1.10891 0.0 0.0 0.0
H 1.00415 -1.19179 -1.30569 -0.1 -0.2 0.0
H -4.46656 -3.50499 1.70420 0.0 0.0 0.0
H 6.63342 0.65930 -2.16822 0.0 0.0 0.0
H -2.50465 -1.49320 4.19680 0.0 0.0 0.0
H 1.22477 -2.89625 -1.75793 0.0 0.0 0.0
H -0.87318 -4.14351 0.03690 0.0 0.0 0.0
H -2.29949 -2.27590 -2.84604 0.0 0.0 0.0
H -3.10621 -3.55570 2.83775 0.0 0.0 0.0
H 0.68353 1.26780 -5.18655 0.0 0.0 0.0
H -2.50927 -2.93492 0.78407 0.0 0.0 0.0
H 7.35638 2.83107 -1.24087 0.0 0.0 0.0
H 1.30747 4.53714 -1.23182 0.0 0.0 0.0
H 5.78650 4.20556 0.07926 0.0 0.0 0.0
H -0.61011 -4.47318 -1.67446 0.0 0.0 0.0
H 3.47030 3.38971 0.49129 0.0 0.0 0.0
H 2.65030 -1.28003 4.78092 0.0 0.0 0.0
H 2.46861 1.54210 -5.13913 0.0 0.0 -0.1
H -3.48752 -0.03143 4.08230 0.0 0.0 0.0
H -3.48044 1.02805 2.01630 0.0 0.0 0.0
H -5.47872 0.03935 2.46742 0.0 0.0 0.0
H 1.56552 0.92137 4.51794 0.0 0.0 0.0
H -0.68315 -2.74777 -3.39298 0.0 0.0 0.0
H 1.33292 1.92616 2.24597 0.0 0.0 0.0
H -0.23207 4.94539 -0.46398 0.0 0.0 0.0
H 4.31384 -0.13817 -1.77990 0.0 0.0 0.0
H 3.49016 -2.49718 2.80067 0.0 0.0 0.0
H -4.16656 -1.48932 4.81092 0.0 0.0 0.0
```
Positions in Å, forces in eV/Å.

The calculation puts the electronic energy at -7355.70949 a.u. As for the expectation value of S²: 0.76. As for the spin multiplicity: 2. As for the highest occupied orbital energy (spin up / spin down): -7.7 / -7.7 eV.


Record 4
DFT (ωB97M-V with the def2-TZVPD basis set) results for a 2-piece molecular cluster, C5H9NOS overall at a distorted geometry.

XYZ file:
```
17
Properties=species:S:1:pos:R:3:forces:R:3
S -4.41354 -0.70238 0.28016 0.3 0.3 0.0
O 0.22879 2.48940 0.08773 -1.9 -2.3 -0.1
N 0.29587 -1.01399 0.55371 -0.8 -3.2 1.5
C 1.06645 1.33264 0.19898 -2.0 -0.8 -0.2
C 2.50561 1.60990 0.13519 1.6 -2.1 0.7
C 0.03475 -2.29566 -0.09576 -1.4 1.2 -0.3
C 0.54339 0.10160 0.22545 1.7 2.8 -0.8
C -2.92620 -0.34182 -0.23148 -2.1 -0.2 1.3
H 2.52295 2.57748 -0.20553 0.5 2.6 -0.8
H -2.57892 -0.95148 -1.00052 1.2 -0.5 -1.4
H -1.02311 -2.56408 0.10491 0.5 0.3 -0.2
H -2.34372 0.40762 0.25785 0.5 0.4 0.0
H 0.18622 -2.25770 -1.17130 0.1 -0.1 -0.2
H -0.71007 2.07297 0.02175 2.3 1.6 0.2
H 3.01931 0.99925 -0.70913 -0.5 0.8 2.0
H 0.57506 -3.09331 0.36462 0.8 -0.2 0.3
H 3.01715 1.62957 1.18338 -0.6 -0.5 -2.0
```
Positions in Å, forces in eV/Å.

The calculation puts the electronic energy at -723.94880 a.u. The SMILES is CN=C=C(C)O.C=S. As for the highest occupied orbital energy: -7.5 eV.